[1]
15
Properties=species:S:1:pos:R:3:forces:R:3:nbo_charge:R:1 method="wB97M-V/def2-TZVPD" total_charge=+1 multiplicity=1 relative_energy_kj_mol=118.1 total_energy_ev=-15350.8828 e_homo_ev=-13.3
C 1.22532 1.28482 0.53835 -3.3 -5.5 0.5 -0.55
C -0.32741 0.66749 0.00996 3.6 3.0 2.8 0.05
I -1.71214 2.38594 0.34571 0.5 -1.1 -0.6 0.18
C -0.20752 -0.09413 -1.27530 -3.6 0.4 -1.2 -0.30
N -0.42746 -1.48026 -0.82818 1.0 -1.7 -2.3 -0.50
C -0.50513 -1.57894 0.45310 -0.6 1.8 2.4 0.37
N -0.55916 -0.32855 0.99402 -0.7 -3.4 0.9 -0.58
H 1.45992 1.88435 -0.23319 1.6 2.4 -2.1 0.22
H 1.82744 0.29960 0.63778 -0.6 1.9 -0.3 0.20
H 1.01366 1.68409 1.50044 0.3 0.8 0.5 0.22
H -1.10438 0.22978 -1.92025 1.5 -0.7 0.5 0.26
H 0.69879 0.00913 -1.82822 0.7 0.2 -0.2 0.25
H -0.28512 -2.28373 -1.47843 -0.3 1.0 1.0 0.46
H -0.54374 -2.50636 1.07043 0.0 0.9 -0.8 0.27
H -0.55306 -0.17324 2.01376 0.0 0.0 -1.0 0.46

=====

[2]
16
Properties=species:S:1:pos:R:3:forces:R:3:nbo_charge:R:1 method="wB97M-V/def2-TZVPD" multiplicity=1 relative_energy_kj_mol=259.8 total_energy_ev=-17961.3467 e_homo_ev=-7.7
C -0.03267 -1.73842 -1.04156 -0.1 2.2 0.6 0.60
C -0.36528 2.49562 0.00601 0.0 0.9 2.1 -0.44
C 0.24568 0.92763 1.69546 -0.7 2.5 -0.1 0.01
C 0.15702 -2.17400 0.20185 -0.7 -0.5 1.1 -0.63
N -0.39860 1.20426 0.66585 -0.1 -0.4 -2.5 -0.43
O 0.36800 -2.48822 -2.04643 0.2 -0.4 -1.6 -0.68
O -0.52321 -0.51416 -1.35337 0.1 -0.1 1.1 -0.74
I 0.77800 -4.13047 0.38295 0.3 -0.5 0.5 0.12
H -1.28356 2.73508 -0.51954 -0.4 0.1 0.6 0.22
H -0.00153 3.26239 0.75979 -0.7 -0.3 -1.1 0.18
H 0.33880 2.45699 -0.79124 0.9 -0.3 -0.5 0.22
H -0.62052 0.08114 -0.45901 0.3 -0.9 -1.4 0.50
H 0.41650 -0.05897 1.84686 0.4 -2.9 1.2 0.19
H 0.57987 1.68429 2.37829 0.7 0.5 0.3 0.15
H -0.32330 -1.75767 1.09490 0.3 -0.1 -0.7 0.21
H 0.66480 -1.98550 -2.82079 -0.4 0.2 0.4 0.50

=====

[3]
15
Properties=species:S:1:pos:R:3:forces:R:3:nbo_charge:R:1 method="wB97M-V/def2-TZVPD" multiplicity=1 relative_energy_kj_mol=437.7 total_energy_ev=-24698.7567 e_homo_ev="-8.8 / -8.8"
C 0.95297 0.20747 0.71124 0.7 -1.9 0.0 -0.18
C 0.65750 -0.49727 -0.38737 -1.4 0.9 0.9 -0.38
C 2.35447 0.67132 0.98366 -2.5 1.9 -0.6 -0.64
C -1.99799 0.48432 0.11106 0.9 0.4 -0.1 -0.81
N -1.31342 -0.83004 -2.23204 -0.9 -1.0 -0.9 -0.79
S -1.16540 -0.94243 -0.69925 2.3 0.2 0.9 1.01
I -2.56394 -3.27722 -2.62404 0.4 0.8 -0.1 -0.07
H 0.32596 0.33251 1.60579 -0.3 0.0 -0.8 0.20
H 1.42401 -0.69520 -1.15940 -1.0 -0.1 0.2 0.24
H 2.84171 0.03066 1.65852 0.6 -0.3 1.5 0.23
H 2.89068 0.63334 0.06603 0.7 0.5 -0.7 0.21
H 2.05921 1.72124 1.32404 1.8 -1.1 -0.1 0.22
H -1.29108 1.06121 0.79241 -1.2 -0.7 -1.1 0.24
H -2.85123 0.08292 0.64854 0.0 0.1 0.1 0.24
H -2.32345 1.01717 -0.79917 0.1 0.2 0.7 0.26

=====

[4]
15
Properties=species:S:1:pos:R:3:forces:R:3:nbo_charge:R:1 method="wB97M-V/def2-TZVPD" multiplicity=1 relative_energy_kj_mol=378.5 total_energy_ev=-24699.3708 e_homo_ev="-8.4 / -8.4"
C 0.96254 -0.69732 0.75565 0.4 4.4 -1.6 -0.13
C -2.21587 0.06458 -2.00637 2.4 -1.5 -1.9 -0.72
C 1.62541 0.15273 2.83026 -2.6 -0.6 0.2 -0.45
C -0.74521 0.09350 -2.20306 3.2 -2.5 0.1 -0.22
N 1.23031 -0.92174 1.92933 0.3 -1.0 2.6 -0.44
S 0.29344 -1.66591 -0.42999 -1.3 -0.2 -2.4 0.03
I 0.54140 1.73119 -1.85615 -0.9 -0.5 -0.3 0.25
H 1.19253 0.40870 0.48935 -0.6 -1.2 -0.6 0.13
H -2.40007 0.01419 -1.00099 -0.9 -0.6 2.5 0.25
H -2.52781 -0.78953 -2.63698 -0.6 0.7 0.7 0.24
H -2.48624 1.01893 -2.29348 -1.5 1.9 -1.1 0.24
H 1.44308 1.22164 2.68810 0.8 0.2 -1.7 0.18
H 2.56845 -0.12577 3.17419 1.5 0.2 1.1 0.21
H 0.83436 0.10003 3.57543 0.5 -0.7 1.1 0.20
H -0.31632 -0.60523 -3.01529 -0.6 1.5 1.4 0.22

=====

[5]
13
Properties=species:S:1:pos:R:3:forces:R:3:nbo_charge:R:1 method="wB97M-V/def2-TZVPD" total_charge=+1 multiplicity=1 relative_energy_kj_mol=34.5 total_energy_ev=-5759.5067 e_homo_ev=-14.9
C -0.83011 1.51208 -0.99765 0.5 0.8 0.4 0.14
N -0.94998 0.42918 -0.34502 -0.5 0.4 -0.1 -0.40
C 0.16841 -0.19307 0.34680 -0.6 -1.1 1.0 0.10
C 0.46021 0.13651 1.60280 -0.2 0.6 -0.7 -0.31
C 0.70092 -1.39018 -0.35449 0.8 0.2 -1.0 -0.66
H -1.64029 2.05365 -1.46846 -0.4 -0.5 -0.1 0.24
H 0.13674 2.00966 -0.99924 0.1 -0.2 0.0 0.23
H -1.86471 -0.02833 -0.32666 0.2 -0.1 0.0 0.45
H -0.11585 0.84140 2.19285 0.2 0.2 -0.2 0.23
H 1.36072 -0.27255 2.02852 -0.1 -0.3 0.3 0.24
H 1.58666 -1.69488 0.20084 0.1 -0.2 -0.4 0.26
H 0.05838 -2.26373 -0.47992 -0.5 0.2 0.6 0.25
H 0.92891 -1.13972 -1.40036 0.5 0.0 0.3 0.23

=====

[6]
13
Properties=species:S:1:pos:R:3:forces:R:3:nbo_charge:R:1 method="wB97M-V/def2-TZVPD" total_charge=+1 multiplicity=1 relative_energy_kj_mol=646.5 total_energy_ev=-5753.1638 e_homo_ev="-14.6 / -14.2"
C 0.87548 -0.25952 1.44296 -0.2 -2.6 -0.9 -0.38
C -0.63169 -0.09088 1.29369 1.1 1.1 0.4 -0.40
C 0.49553 0.56100 -1.17652 1.1 3.0 1.4 0.06
C 0.21992 0.00187 0.10868 0.4 -0.6 -0.2 0.09
N 0.01013 -0.74074 -1.28130 1.8 -3.0 -2.3 -0.59
H 1.58645 0.45829 1.81264 -0.1 0.2 0.0 0.27
H 1.07854 -1.36130 1.65200 0.2 1.8 -0.3 0.26
H -1.08911 -1.00026 1.54089 -0.9 -1.0 -0.2 0.26
H -1.10535 0.78060 1.66300 -0.5 0.8 0.1 0.26
H -0.96669 2.83287 -1.94353 0.1 -0.2 0.1 0.02
H 1.45668 0.98598 -1.49043 -0.6 -0.5 -0.3 0.25
H -0.92319 -0.67906 -1.60402 -1.6 -0.4 -0.1 0.44
H 0.54324 -1.45930 -1.92403 -0.9 1.4 2.2 0.46

=====

[7]
13
Properties=species:S:1:pos:R:3:forces:R:3:nbo_charge:R:1 method="wB97M-V/def2-TZVPD" total_charge=+1 multiplicity=1 relative_energy_kj_mol=477.3 total_energy_ev=-5754.9169 e_homo_ev="-14.3 / -14.3"
C 2.15238 -0.03680 0.33820 -1.1 1.6 -1.2 -0.02
C 1.15871 -0.69632 -0.19602 0.3 1.8 -0.3 -0.13
C 0.27878 1.39629 -0.09740 1.6 0.4 -0.3 -0.15
C -1.20070 -0.59381 0.28120 -3.0 0.7 -3.9 -0.40
N -0.07833 0.03094 -0.54700 -1.0 0.7 2.1 -0.43
H 3.22900 0.04246 0.48941 -0.6 -0.3 0.4 0.26
H 1.07761 -1.67629 -0.41982 0.1 -3.4 -0.7 0.21
H 0.19441 1.57334 0.96770 -0.4 0.1 -0.3 0.23
H 0.63301 2.14181 -0.83038 -0.5 -0.7 0.5 0.25
H -0.97761 -0.46470 1.25088 1.0 -0.3 3.5 0.23
H -2.28908 -0.17376 0.14772 2.3 0.0 -0.3 0.26
H -1.26380 -1.56615 -0.17293 0.0 -0.9 0.8 0.23
H -0.48232 -0.06859 -1.48296 1.1 0.4 -0.4 0.46

=====

[8]
13
Properties=species:S:1:pos:R:3:forces:R:3:nbo_charge:R:1 method="wB97M-V/def2-TZVPD" total_charge=+1 multiplicity=1 relative_energy_kj_mol=15.9 total_energy_ev=-5759.6992 e_homo_ev=-14.9
C 0.47108 -1.44942 -1.21213 -0.6 -0.2 0.3 0.11
N 0.25247 -0.19779 -1.08301 1.1 -0.3 0.0 -0.40
C -0.17353 0.48264 0.11393 0.5 0.3 0.0 0.12
C -0.18523 1.80811 0.02711 -0.4 -0.4 0.0 -0.29
C -0.37420 -0.31752 1.35628 -0.3 0.6 0.0 -0.68
H 1.00337 -1.85188 -2.06345 0.0 0.2 -0.1 0.24
H 0.08348 -2.11008 -0.44928 0.1 -0.1 0.0 0.23
H 0.75046 0.39489 -1.74573 -0.5 0.2 -0.2 0.44
H -0.19581 2.28239 -0.94371 0.4 0.3 0.1 0.22
H -0.27092 2.38657 0.93638 -0.3 0.2 -0.2 0.25
H -0.79615 0.38199 2.08043 0.0 -0.3 0.0 0.27
H 0.54489 -0.70807 1.78693 0.1 -0.2 -0.2 0.25
H -1.10991 -1.10183 1.19624 0.0 -0.2 0.1 0.24

=====

[9]
13
Properties=species:S:1:pos:R:3:forces:R:3:nbo_charge:R:1 method="wB97M-V/def2-TZVPD" total_charge=+1 multiplicity=1 relative_energy_kj_mol=72.4 total_energy_ev=-5759.1137 e_homo_ev=-15.3
C 2.17414 -0.42229 0.59189 3.3 -4.1 3.7 -0.33
C 1.64499 0.66647 0.22972 0.4 3.6 -1.6 -0.09
N 0.29603 0.68902 -0.12603 -2.0 3.4 0.1 -0.43
C -0.51522 -0.26209 -0.18859 0.0 -3.1 -0.7 0.32
C -1.97613 -0.10674 -0.44686 1.5 -0.3 -0.8 -0.71
H 3.21053 -0.38422 1.03145 -1.0 -0.1 -1.1 0.26
H 1.68393 -1.38429 0.87347 0.2 1.0 -0.7 0.22
H 2.23772 1.60854 0.09189 -1.0 -0.9 0.2 0.26
H -0.23211 1.58592 -0.18337 1.3 -0.2 0.0 0.43
H 0.01844 -1.27095 -0.14423 -1.4 1.2 0.0 0.23
H -2.18759 0.77757 -1.04145 0.3 -0.1 -0.9 0.26
H -2.20925 -1.06136 -0.95391 -1.1 0.8 0.6 0.28
H -2.46803 0.24820 0.43628 -0.7 -1.1 1.0 0.29

=====

[10]
14
Properties=species:S:1:pos:R:3:forces:R:3:nbo_charge:R:1 method="wB97M-V/def2-TZVPD" multiplicity=1 relative_energy_kj_mol=68.4 total_energy_ev=-7257.1667 e_homo_ev=-9.5
C 1.96265 0.00461 0.48707 0.0 -0.1 -0.1 -0.62
C 0.63169 0.62848 0.07552 0.1 0.0 0.0 -0.22
N -0.23862 -0.27705 -0.67210 0.1 -0.3 0.0 -0.61
C -1.63894 -0.03100 -0.44091 -0.1 0.0 -0.1 -0.32
C -2.12566 -0.60323 0.83710 -0.3 -0.5 0.9 0.25
N -2.44964 -1.10797 1.82640 0.3 0.5 -0.9 -0.33
H 2.56977 -0.25443 -0.38402 -0.1 0.0 0.1 0.21
H 1.79241 -0.90384 1.07929 0.0 0.1 -0.1 0.21
H 2.55474 0.68053 1.11665 -0.2 0.0 -0.2 0.22
H 0.14587 1.00480 0.99618 0.0 -0.1 -0.4 0.18
H 0.75425 1.42531 -0.65756 0.5 0.6 0.6 0.19
H 0.02408 -1.24968 -0.59247 -0.2 0.0 0.2 0.37
H -2.24399 -0.43152 -1.25964 0.0 0.0 0.2 0.24
H -1.81737 1.05333 -0.41622 0.1 -0.3 -0.1 0.23

=====

[11]
14
Properties=species:S:1:pos:R:3:forces:R:3:nbo_charge:R:1 method="wB97M-V/def2-TZVPD" multiplicity=1 relative_energy_kj_mol=456.4 total_energy_ev=-7253.1454 e_homo_ev=-8.0
C -1.73296 0.19086 -1.27349 -1.7 -1.0 -1.1 -0.40
N -1.09058 0.63367 -0.09472 -0.8 1.3 -0.2 -0.44
N -0.55869 -0.39235 0.62250 1.6 -2.6 3.2 -0.47
C 0.80319 -0.40068 0.75951 0.6 0.8 -2.2 0.19
C 1.92864 -0.62911 1.34342 -1.3 0.6 -1.2 -0.29
C 1.99522 0.07718 -0.01593 1.8 -0.5 -0.4 -0.44
H -0.99774 -0.34639 -1.83680 0.3 0.1 -1.0 0.20
H -2.60487 -0.54804 -1.16886 0.9 0.8 0.3 0.16
H -2.14548 1.11724 -1.70708 0.4 -0.6 -0.6 0.20
H -1.83476 1.10311 0.36640 0.0 0.6 1.5 0.35
H -0.85291 -0.66254 1.58349 -1.2 0.6 -1.3 0.38
H 2.30048 -0.77434 2.28552 1.3 -0.5 1.8 0.21
H 2.23379 1.19019 -0.01180 -0.4 -1.4 -0.3 0.18
H 2.55666 -0.55881 -0.85217 -1.6 1.5 1.4 0.18

=====

[12]
14
Properties=species:S:1:pos:R:3:forces:R:3:nbo_charge:R:1 method="wB97M-V/def2-TZVPD" multiplicity=1 relative_energy_kj_mol=40.1 total_energy_ev=-7257.4600 e_homo_ev=-8.3
C -2.18284 -0.14290 0.03478 0.0 0.4 -1.1 -0.66
C -0.65660 -0.17648 -0.01744 -1.7 0.7 0.3 0.43
N -0.02407 -1.26043 0.00930 1.3 -1.5 -0.3 -0.50
C 1.43428 -0.93967 -0.05530 -0.5 0.1 1.2 -0.26
C 1.47897 0.59696 0.07082 2.0 1.8 0.0 -0.23
N 0.10046 0.96000 -0.05101 -1.5 1.4 -0.2 -0.65
H -2.57585 0.54054 -0.78433 0.5 -1.0 0.7 0.21
H -2.52501 -1.20692 -0.14465 0.2 1.5 0.5 0.25
H -2.57676 0.33770 0.95696 0.4 -0.7 -0.3 0.23
H 1.90656 -1.28476 -0.96690 -0.1 -0.3 -0.2 0.20
H 1.92619 -1.42306 0.82068 -0.2 0.3 -0.8 0.20
H 2.08686 1.17047 -0.70969 -0.6 -1.1 0.8 0.19
H 1.90989 0.93147 1.06100 -0.5 -0.4 -0.8 0.18
H -0.30209 1.89710 -0.22423 0.8 -1.2 0.3 0.41